This record from OMol25 describes a single C5H10N2O3 molecule. The level of theory is ωB97M-V/def2-TZVPD.

Computed properties:
Kohn-Sham gap: 7.277 eV
maximum force: 0.012 hartree/bohr
ΔE to the lowest compared entry with this formula, charge and spin: 323.9 kJ/mol
HOMO level: -0.285 Ha

ORCA input file:
```
! RIJCOSX wB97M-V def2-TZVPD def2/J DEFGRID3
* xyz 0 1
O 0.074 1.977 0.138
O -1.392 0.135 1.654
O 0.034 -1.223 -1.350
N 1.464 -0.449 0.349
N -1.697 -1.785 0.447
C 0.130 -0.398 -0.339
C -0.371 1.334 -2.144
C -1.110 -0.621 0.742
C -0.033 1.047 -0.750
C 1.562 -0.335 1.801
H -1.359 0.910 -2.349
H 1.848 -1.320 0.002
H 0.302 0.718 -2.752
H -2.456 -2.138 1.005
H 1.014 -1.111 2.353
H -0.337 2.394 -2.402
H 2.616 -0.390 2.077
H -0.123 2.861 -0.216
H -1.339 -2.234 -0.395
H 1.174 0.628 2.128
*
```

This record from OMol25 describes a molecular structure, C3H8BrO3SZn. The level of theory is ωB97M-V/def2-TZVPD.

Computed properties:
Kohn-Sham gap (spin up / spin down): 9.246 / 6.415 eV
<S²>: 0.765
maximum force: 0.073 hartree/bohr
ΔE to the lowest compared entry with this formula, charge and spin: 105.7 kJ/mol
HOMO level (spin up / spin down): -0.344 / -0.357 Ha

ORCA input file:
```
! RIJCOSX wB97M-V def2-TZVPD def2/J DEFGRID3
* xyz 0 2
Br -2.779 3.138 -1.339
Zn -4.416 4.241 -3.512
S -0.577 -0.595 -0.998
O -0.465 0.267 -2.202
O 0.890 -0.312 -0.293
O -0.848 -2.021 -1.036
C 2.745 -0.680 1.026
C 1.268 -1.051 0.832
C -1.615 0.175 0.244
H 3.143 -0.954 2.004
H 1.173 -2.135 0.892
H 0.802 -0.677 1.744
H 2.785 0.407 0.950
H -1.458 1.253 0.303
H 3.491 -0.974 0.288
H -1.509 -0.237 1.248
H -2.631 0.156 -0.150
*
```

This record from OMol25 describes 2 unconnected molecules or ions with the total composition C2H12N4. The level of theory is ωB97M-V/def2-TZVPD.

Computed properties:
Kohn-Sham gap: 9.694 eV
SMILES: NCN.NCN
maximum force: 0.096 hartree/bohr
ΔE to the lowest compared entry with this formula, charge and spin: 140.9 kJ/mol
HOMO level: -0.318 Ha

ORCA input file:
```
! RIJCOSX wB97M-V def2-TZVPD def2/J DEFGRID3
* xyz 0 1
N -0.904 -0.626 1.997
N 1.443 1.719 0.186
N 0.709 0.650 -1.969
N -0.439 -2.469 0.430
C -1.250 -1.258 0.652
C 0.651 1.807 -1.017
H 2.240 0.996 0.285
H 1.499 0.043 -1.799
H -0.922 -2.915 -0.367
H -2.364 -1.462 0.371
H 1.071 1.707 1.164
H 0.034 -0.479 2.036
H -1.392 0.237 2.128
H -0.614 -3.054 1.264
H -1.009 -0.493 -0.107
H 0.956 2.746 -1.447
H 0.763 0.871 -3.016
H -0.470 1.982 -0.793
*
```